(1)
DFT (the ωB97M-V functional and the def2-TZVPD basis) results for a 15-piece molecular cluster, C33H62BrCl28F3OPSSi overall in a non-equilibrium geometry.

The HOMO energy comes out at -4.86 eV. The value obtained for the orbital gap is 6.17 eV. The total charge is -1.

```
131
Properties=species:S:1:pos:R:3:forces:R:3
H -9.25273 -0.06583 2.22468 -0.011 -0.091 0.021
Si 0.10910 0.57133 1.42022 -0.128 -1.019 0.181
H -1.11692 2.32725 -3.14688 -0.242 -0.213 0.207
H 3.31219 -9.62104 -6.81539 0.013 0.107 0.040
Cl 4.34699 -0.97113 -4.78312 -0.425 -0.044 -0.219
H -2.39443 5.94199 -3.40672 0.049 0.022 0.133
H -2.70471 -0.38932 0.72677 0.114 0.740 0.082
Cl -10.71047 5.74013 4.27359 -0.052 -0.049 -0.003
C -9.79891 -0.32481 3.12521 0.151 0.146 -0.038
C -3.72021 -3.75513 -0.30642 0.160 0.017 -0.140
H -3.02802 3.52345 -0.19794 -0.063 0.042 0.477
H -10.35159 5.30428 1.98711 -0.004 0.094 0.049
H -4.61368 2.59674 6.76903 0.120 -0.013 0.015
C 4.84787 0.92248 -1.88995 0.095 0.193 -0.069
H 1.95964 2.50092 2.62423 -0.002 -0.056 -0.452
S -2.73164 4.28227 3.67887 0.898 0.555 0.853
C 4.01276 -9.58746 -5.98808 -0.137 -0.151 -0.038
H 1.28317 5.88055 -0.46000 -0.021 0.082 0.520
Cl 4.21870 -0.46490 3.35782 0.100 -0.041 0.016
Cl 5.24986 -8.37831 -6.34808 -0.005 -0.026 -0.125
Cl 4.69459 1.72989 -5.83548 -0.018 0.033 -0.028
Cl 1.57431 -6.49151 -0.30967 -0.042 -0.010 -0.063
Cl -2.70476 -2.30494 -0.36878 -0.540 -1.968 -0.283
H -3.89551 -4.10653 -1.31824 0.093 -0.043 0.046
C 6.38086 -10.79778 -1.55519 -0.064 -0.074 0.087
F -6.95826 1.32195 0.74402 -0.129 0.122 0.636
H -2.93331 3.22192 4.49658 -0.259 0.278 -0.512
C 6.70791 -6.88545 -3.49317 0.071 0.127 0.149
H -5.18364 4.52720 -0.22174 0.018 -0.180 0.451
C 2.40753 3.58584 0.72906 0.557 -0.135 0.898
C -1.83313 5.10699 0.61043 1.248 -0.573 -0.461
C -1.57063 6.63991 -3.51789 -0.063 -0.078 -0.087
C -0.49537 1.41134 2.99388 0.090 0.511 -0.392
H -5.57800 5.23631 3.31249 0.360 -0.154 -0.075
H 2.55887 5.54077 1.66230 -0.400 -0.220 0.117
H 7.02896 -1.41054 -1.65774 0.189 0.031 -0.109
C 3.61842 0.32933 -5.72995 -0.240 -0.053 0.002
Cl -8.70841 -1.16639 4.23092 0.007 0.044 -0.004
Cl 5.15335 -6.38353 -2.81895 0.003 -0.034 0.026
H 2.53329 0.17791 1.21350 -0.362 0.156 -0.161
H 3.41874 -0.03588 -6.73154 0.130 0.007 0.018
H 5.79281 -10.30337 -0.78918 0.073 0.091 -0.060
H -3.44270 1.25314 -3.16644 0.323 -0.029 0.249
H 0.31124 2.01659 -1.16009 -0.408 -0.071 -0.203
H 1.97652 3.32156 -0.24751 -0.121 0.289 0.360
C 1.75055 4.83556 1.39585 0.076 -0.236 -0.613
C -9.70942 5.38837 2.85691 0.078 -0.180 -0.080
C 0.09009 -1.30870 1.76259 -0.082 -0.131 -0.134
H 0.65295 -1.58354 2.67552 -0.412 0.235 -0.813
C 1.76624 -7.94014 -1.29770 -0.119 0.098 -0.074
H 1.25815 4.50023 2.32617 -0.010 0.352 -0.350
Cl -8.52187 6.66449 2.56706 -0.025 0.056 -0.014
C -5.36449 3.74002 0.53998 -0.849 0.146 0.032
P -4.18403 4.07692 1.98940 -0.118 1.062 -1.210
H 0.37599 6.45805 0.97720 0.132 -0.222 -0.345
H -5.11195 2.78594 0.04998 0.071 0.343 0.275
H 2.69247 0.63344 -5.25252 0.112 0.048 0.097
H 1.98456 1.15909 -0.15694 -0.101 -0.247 0.734
H 1.88338 -7.64380 -2.33541 0.116 0.043 0.065
H -1.35332 0.85298 3.40396 0.359 0.240 -0.053
H 3.93692 -2.27264 4.83360 -0.025 0.094 0.011
H -10.16209 0.57469 3.60958 -0.029 -0.085 0.038
H 6.05837 -11.82742 -1.66510 0.078 0.029 -0.074
H -7.38096 3.82058 -0.18082 0.124 -0.148 0.403
C -2.69402 3.84281 0.81208 -0.181 0.231 -0.323
Cl 8.08059 -10.77907 -1.07184 -0.020 -0.021 0.052
C -1.49113 1.72701 -2.31180 0.030 -0.138 0.221
Cl 10.20146 -5.99276 -2.56058 0.308 0.084 0.116
Cl 1.76897 -1.37944 4.67067 0.313 0.012 0.539
Br -4.14317 1.70396 2.39052 -0.417 -0.962 0.364
H -0.53318 4.51596 -1.06024 0.193 -0.045 0.763
F -7.46327 2.29475 2.68242 0.166 -0.569 -0.424
H -0.86063 2.42488 2.74855 0.018 -0.339 0.249
F -8.82127 2.40888 0.99528 0.297 -0.294 0.361
C 11.60252 -4.97800 -2.20485 0.003 0.059 0.028
H 7.31379 -7.31099 -2.69980 -0.020 0.127 0.028
C -1.06849 0.80059 -0.06504 -0.222 0.105 -0.278
C -6.89122 3.72977 0.81168 0.205 -0.484 -1.040
H 0.88448 -8.56165 -1.18491 0.068 -0.005 0.102
O -5.45589 4.29559 3.13471 -0.448 -0.632 -0.073
H -0.95056 -1.65538 1.90740 0.397 0.100 -0.061
Cl 3.18797 -8.87630 -0.81100 -0.010 -0.127 -0.004
H -7.26424 4.58615 1.38528 0.299 -0.490 0.167
H 7.37183 -2.91850 -2.53645 0.105 0.022 -0.098
H 12.08430 -4.70971 -3.13874 -0.002 -0.119 0.015
Cl -3.32804 0.86847 5.84037 -0.020 -0.052 0.102
H 0.29902 1.55610 3.74787 -0.325 -0.351 -0.214
C -0.43814 4.65172 0.02964 -0.351 -0.071 1.059
Cl -2.95682 -5.06061 0.62228 -0.068 -0.100 -0.011
Cl 7.37200 -1.04164 -3.95782 0.293 -0.073 0.174
H -9.18243 4.45350 3.02244 0.047 0.084 0.080
Cl 6.13387 -9.95635 -3.09000 -0.013 -0.293 0.076
C -3.17265 0.38779 -1.21315 -0.167 0.479 -0.533
C 1.88648 1.02690 0.93492 -0.042 0.627 0.422
Cl -11.18579 -1.33508 2.68323 -0.059 0.034 -0.042
Cl 12.77631 -5.81626 -1.17815 0.070 0.061 0.002
H -2.12151 2.98555 1.19410 0.004 0.600 -0.034
Cl -1.93186 8.10040 -2.59035 -0.055 0.012 -0.041
H 5.47247 1.66713 -1.40715 -0.125 -0.029 0.116
C -7.46189 2.40626 1.34976 -0.695 1.648 -0.672
H 11.26314 -4.08494 -1.69151 -0.044 -0.099 0.054
C 7.64546 -1.87398 -2.42264 -0.097 -0.118 0.074
H -0.25267 3.65323 0.46608 -0.018 0.310 -0.261
H -2.25100 5.81746 -0.12676 -0.246 -0.218 0.426
C -2.34392 0.20746 -0.10156 0.314 1.242 -0.182
C -4.41690 1.56340 7.03707 -0.079 0.054 -0.223
Cl 9.34563 -1.78281 -1.92850 0.041 -0.036 0.076
H 3.49961 2.09638 1.88778 -0.410 0.180 0.023
H 3.19949 -2.58453 3.24562 -0.061 0.121 -0.050
H -4.16583 5.50722 1.75499 0.168 -0.181 0.126
C -2.75585 1.12809 -2.32294 0.105 0.155 0.314
Cl -3.71877 1.51845 8.66786 -0.066 0.032 0.101
Cl 4.77624 -0.51736 -0.86164 -0.019 0.009 0.035
H -1.44905 6.90964 -4.56150 0.064 0.058 0.067
H 4.49268 -10.55320 -5.86763 0.054 0.084 0.100
H 0.50640 -1.86492 0.89990 -0.178 0.185 0.325
Cl 3.24163 1.61008 -2.15353 0.260 0.035 -0.484
H 6.53432 -7.62370 -4.26208 -0.021 0.143 -0.069
H 3.47123 3.83130 0.54396 -0.476 -0.014 -0.250
H -5.34195 0.99729 7.03869 0.084 -0.055 0.053
C 3.34620 -1.84762 4.02938 -0.033 -0.142 0.025
H -4.66258 -3.49801 0.16571 0.103 0.015 0.102
H -1.62473 5.67126 1.53348 -0.340 -0.315 -0.112
Cl 7.57303 -5.51459 -4.20141 -0.298 0.049 -0.287
Cl -0.08902 5.86237 -2.95225 0.063 0.228 -0.538
Cl 3.12419 -9.20788 -4.50791 -0.093 -0.036 -0.125
H 5.27196 0.64665 -2.84910 -0.093 -0.070 0.026
C 2.43853 2.31002 1.64981 0.597 -0.197 -0.711
C 0.75366 5.55864 0.45856 -0.129 -0.221 -0.338
C -0.68276 1.55513 -1.18928 0.356 -0.147 0.156
H -4.18045 -0.03522 -1.27589 0.413 0.001 0.358
```
Forces are in eV/Å.

Atom charges from the Mulliken analysis, given in e for atoms 1 to 8: number 1, H, carries 0.041; number 2, Si, carries -0.488; number 3, H, carries 0.473; number 4, H, carries 0.341; number 5, Cl, carries -0.083; number 6, H, carries 0.222; number 7, H, carries 1.151; number 8, Cl, carries -0.183



(2)
DFT (the ωB97M-V functional and the def2-TZVPD basis) results for C34H36BN4O3PdS2 as an isolated structure in a non-equilibrium geometry.

Its relative energy (zero: lowest compared OMol25 entry of this formula, charge and spin) is 0.0 kcal per mole. The HOMO energy comes out at -16.01 eV. The value obtained for the orbital gap is 3.63 eV. The total charge is +3.

```
81
Properties=species:S:1:pos:R:3:forces:R:3
C -6.90129 -2.11542 -3.79736 0.093 0.100 0.055
C 0.38074 -7.19939 0.92630 -0.074 -0.024 0.034
H 1.48712 -4.67427 4.40655 -0.006 -0.060 -0.134
H -2.34665 2.07529 -5.81073 0.008 0.006 -0.016
C 1.59386 0.30459 -4.58320 0.137 -0.004 -0.040
N 0.77193 0.07748 -1.96952 -0.090 -0.233 0.048
H -6.18980 -1.74513 -4.54058 -0.031 -0.022 0.011
C 0.85414 -2.50105 2.08626 -0.486 0.623 -0.302
H -7.08305 -1.32817 -3.06029 -0.007 -0.028 -0.023
H 2.81489 -3.87957 1.14771 -0.048 0.065 0.028
H -5.96978 -5.44608 -3.83094 -0.020 0.027 -0.033
H -7.64804 -3.16451 -1.35211 -0.005 -0.022 -0.031
C -3.26368 -1.97654 -1.64426 -0.069 -0.186 0.082
H -4.83406 -1.13380 -2.83510 0.016 -0.033 0.025
N -1.80888 1.67623 -5.05618 0.152 -0.093 0.045
C 0.31183 0.70782 -4.22609 -0.027 0.091 -0.033
C -3.34837 -4.29094 -1.02074 0.085 -0.085 0.070
H 3.47041 -0.48123 -3.86924 -0.005 0.003 0.008
H -6.22232 -4.96763 4.36822 -0.010 0.026 -0.001
H -3.48062 -2.35801 2.36962 -0.041 -0.010 0.026
H 3.37195 -4.30155 2.76731 -0.032 0.109 0.046
H -7.84314 -2.29869 -4.31373 0.024 -0.004 0.012
C -6.24129 -4.47277 -4.24370 0.033 0.043 0.013
C -0.06512 0.57730 -2.90864 0.055 -0.035 0.250
Pd 0.05365 -0.21865 -0.03658 1.015 0.309 0.251
C -0.56069 1.24411 -5.35634 -0.174 0.049 0.058
S 1.41770 -1.99178 0.52951 -0.793 0.787 -0.474
C 0.91201 -8.24712 1.67326 -0.066 0.014 -0.021
C -4.91785 -3.69495 3.23570 0.026 -0.014 -0.063
C -2.72943 -3.06417 -0.99108 -0.153 0.062 -0.089
H -0.41945 -7.39191 0.22368 0.001 0.010 0.022
H 2.67547 -0.64946 -1.54095 -0.009 -0.035 0.034
H 3.30417 -6.56204 3.37456 -0.022 -0.018 -0.036
C 2.46136 -0.18517 -3.61892 0.030 0.039 -0.095
C 2.01942 -0.28999 -2.32162 -0.087 0.073 0.011
H -1.61874 -1.56725 5.54708 0.106 -0.003 -0.023
H -5.04605 -5.30292 -1.78857 0.012 0.032 0.003
C 2.47229 -6.73752 2.69966 0.063 0.021 -0.044
C -4.53458 -4.35073 -1.73601 -0.147 0.081 -0.104
H -2.19876 -0.72703 4.11060 0.068 0.050 -0.100
C 1.93762 -5.68960 1.95641 0.034 0.025 0.137
C -5.36105 -4.31382 4.39947 -0.029 -0.031 -0.043
O -1.53690 -2.67904 -0.33630 0.116 0.099 0.150
H -5.06336 -4.56528 6.50690 0.015 0.007 -0.009
H -0.85578 -4.41729 3.62612 -0.110 0.015 -0.002
H -7.18033 -4.58975 -4.78644 0.045 -0.031 0.005
C -3.81658 -2.85675 3.27628 -0.035 0.019 -0.082
H -1.04798 0.86628 -2.56061 -0.040 -0.059 -0.028
C 1.96226 -8.02038 2.54803 0.055 0.020 0.048
C 2.50501 -4.30296 2.10606 0.148 -0.120 -0.037
C -5.10473 -3.24157 -2.39600 0.060 -0.152 0.080
H -5.47005 -4.17387 -4.95719 -0.033 -0.016 0.012
C 1.10264 -3.69652 4.12848 0.059 0.001 0.034
S -0.87388 -0.33549 2.03797 0.175 0.216 -0.148
H -2.93388 -5.15896 -0.52491 -0.034 0.019 -0.011
O -2.40874 -0.86379 -1.44236 0.228 0.614 0.080
C -3.60192 -3.25383 5.64517 -0.027 0.018 0.078
H -0.71935 -3.78759 5.26765 -0.013 0.107 0.035
C 0.88647 -5.91923 1.07201 -0.046 0.007 -0.066
C -0.30684 -1.80425 2.72691 0.311 0.262 -0.758
O -0.09958 1.22853 -6.46862 -0.004 -0.011 -0.073
H -7.24374 -4.85319 -1.70771 -0.026 0.025 -0.024
B -1.45190 -1.36304 -0.64793 -0.447 -1.375 -0.209
H -5.44234 -3.85861 2.30313 0.019 0.003 0.008
H -2.15279 1.80696 -4.12319 0.040 0.045 -0.026
C -1.97230 -1.70587 4.52469 -0.373 -0.179 0.014
H 0.50157 -9.24298 1.57330 0.047 -0.005 -0.064
H 2.39601 -8.84175 3.10265 -0.035 0.024 0.029
H 1.88527 0.39555 -5.62315 -0.015 0.000 0.010
N 1.46779 -3.42108 2.71568 0.459 -0.753 0.591
C -4.44435 -2.01518 -2.34465 0.009 0.177 -0.073
H -3.10326 -3.06707 6.59120 -0.031 -0.001 -0.031
C -7.49834 -3.89068 -2.15502 0.012 0.069 -0.004
C -4.70843 -4.09260 5.60090 0.051 0.001 0.080
C -6.42254 -3.41106 -3.14502 -0.097 -0.195 -0.032
H 1.58094 -2.93751 4.75182 0.102 -0.005 -0.037
C -0.38697 -3.64863 4.24274 -0.099 -0.014 -0.042
H -8.44431 -4.00831 -2.68584 0.021 -0.023 0.052
N -0.84744 -2.31696 3.76358 -0.191 -0.466 0.890
H 0.47476 -5.10478 0.47925 0.034 -0.043 -0.013
C -3.16276 -2.62965 4.48494 0.125 -0.009 0.008
```
Forces are in eV/Å.

Atom charges from the Mulliken analysis, given in e for atoms 1 to 8: number 1, C, carries -2.026; number 2, C, carries -0.773; number 3, H, carries 0.452; number 4, H, carries 0.259; number 5, C, carries -0.147; number 6, N, carries 0.009; number 7, H, carries 0.413; number 8, C, carries 0.589



(3)
DFT (the ωB97M-V functional and the def2-TZVPD basis) results for C4H5FS as an isolated structure in a non-equilibrium geometry.

Its relative energy (zero: lowest compared OMol25 entry of this formula, charge and spin) is 63.6 kcal per mole. The HOMO energy comes out at -9.24 eV. The value obtained for the orbital gap is 8.32 eV. The total charge is 0.

```
11
Properties=species:S:1:pos:R:3:forces:R:3
F -0.83935 1.64463 -0.14804 1.239 0.545 -0.003
H -1.77285 -2.12803 0.40378 -0.113 1.371 -0.520
C -1.59784 -1.03002 0.24422 -1.240 1.679 1.839
C -0.50193 -0.61082 -0.38635 1.714 -2.778 0.503
C 1.47527 0.79667 0.40661 2.775 0.815 1.724
H 1.73572 1.68856 1.37829 -1.358 -2.876 -3.143
H 0.21055 -1.41259 -0.79174 -1.213 1.147 0.463
H 0.66117 0.75334 -1.46165 -1.459 0.927 1.324
S 2.76743 -0.19690 -0.08157 -2.489 1.963 1.187
H -2.30486 -0.23235 0.83929 1.776 -2.238 -1.692
C 0.16669 0.72750 -0.40285 0.369 -0.556 -1.683
```
Forces are in eV/Å.

Atom charges from the Mulliken analysis, given in e for atoms 1 to 8: number 1, F, carries -0.282; number 2, H, carries 0.259; number 3, C, carries -0.549; number 4, C, carries -0.186; number 5, C, carries -0.256; number 6, H, carries 0.273; number 7, H, carries 0.248; number 8, H, carries 0.225